Below is a structure of composition C38H45N4O4RhS5SbTe, with properties calculated with wB97M-V/def2-TZVPD.

Geometry as XYZ:
```
99
Properties=species:S:1:pos:R:3:mulliken_charge:R:1
Te -3.08 -1.55 1.49 0.14
Sb 4.07 0.60 -1.23 0.59
Rh -0.49 -1.31 1.07 0.22
S -7.92 -0.54 -4.38 -0.47
S 0.56 -0.41 -1.94 -0.25
S -5.44 0.74 -3.30 -0.18
S -3.60 1.21 -0.94 -0.41
S -5.49 0.45 2.56 0.00
O -2.10 -4.29 0.47 -0.68
O 2.71 -9.66 0.61 -0.63
O -0.08 -3.41 0.89 -0.62
O 0.76 -10.55 0.80 -0.64
N 1.50 -9.58 0.70 1.00
N -5.92 -0.14 -0.96 -0.49
N 1.15 -1.22 4.50 0.22
N -6.95 -0.53 -1.80 0.37
C 1.18 -0.38 5.68 -0.93
C -0.25 -5.74 0.67 -0.30
C -3.17 0.87 3.51 0.15
C -3.82 0.06 2.61 -0.07
C -1.05 -6.87 0.75 -0.38
C 5.02 0.59 1.76 -1.48
C -5.33 1.67 3.75 -0.46
C -9.29 -1.29 -1.56 -0.44
C -5.01 0.55 -1.59 0.09
C 0.07 -0.83 -0.52 -0.31
C -0.49 -8.14 0.77 -0.49
C 7.22 0.18 -1.04 -1.36
C 6.42 1.75 -2.81 -1.54
C 4.40 -1.56 -1.07 0.45
C -6.89 -0.18 -3.10 0.26
C -9.85 -2.81 0.23 -0.37
C -8.52 -2.81 0.64 -0.69
C -10.22 -2.04 -0.86 -0.62
C -0.15 0.55 1.78 0.54
C -0.57 2.94 1.99 -0.83
C 0.37 3.03 3.00 -0.87
C 4.25 -2.19 -2.45 -1.49
C 1.71 -7.13 0.59 -0.38
C -0.81 1.71 1.38 0.49
C 1.62 -0.54 3.29 -2.21
C -4.04 1.79 4.15 -1.04
C -0.15 -1.84 4.34 -0.74
C 3.48 -2.22 -0.06 -1.29
C 1.06 1.90 3.39 -0.94
C 1.13 -5.88 0.60 -0.16
C -7.96 -1.31 -1.15 0.31
C 0.89 -8.25 0.69 0.14
C -7.58 -2.07 -0.04 -0.20
C 0.81 0.65 2.80 2.99
C 3.53 2.49 1.06 -1.71
C -0.90 -4.36 0.67 0.32
C 3.84 1.01 0.89 1.95
C 6.18 1.22 -1.40 0.32
H 6.26 2.06 -0.70 0.25
H 7.43 2.16 -2.91 0.42
H -0.17 -2.42 3.41 0.17
H -0.98 -1.12 4.31 0.16
H 3.63 -1.84 0.95 0.17
H 1.74 -4.98 0.54 0.50
H 0.59 3.99 3.47 0.36
H -2.12 -6.73 0.79 0.48
H 3.66 -3.30 -0.03 0.54
H 8.23 0.61 -1.08 0.43
H -1.56 1.65 0.60 -0.30
H 7.08 -0.23 -0.04 0.26
H 4.43 -3.27 -2.41 0.40
H 3.24 -2.05 -2.83 0.28
H 3.31 2.72 2.11 0.38
H 5.30 -0.46 1.61 0.26
H -6.54 -2.05 0.27 0.58
H 0.43 0.43 5.66 0.27
H 5.44 -1.69 -0.74 0.22
H -3.71 2.52 4.89 0.35
H -8.21 -3.40 1.49 0.37
H -1.09 -9.03 0.84 0.46
H -1.11 3.82 1.66 0.47
H -2.11 0.82 3.67 0.33
H 7.20 -0.66 -1.74 0.30
H -10.59 -3.39 0.77 0.36
H 2.17 0.07 5.80 0.29
H -9.58 -0.70 -2.41 0.29
H 1.69 -1.30 2.50 0.18
H -0.33 -2.54 5.15 0.43
H 4.38 3.11 0.76 0.43
H 6.32 0.95 -3.55 0.31
H 2.66 2.79 0.48 0.41
H 0.98 -1.00 6.56 0.36
H -6.19 2.24 4.07 0.37
H 2.42 -2.08 -0.31 -0.01
H 4.78 0.72 2.82 0.40
H 5.90 1.20 1.55 0.42
H 1.83 1.97 4.16 0.40
H -11.26 -2.02 -1.19 0.33
H 5.71 2.53 -3.09 0.36
H 2.78 -7.27 0.53 0.46
H 4.94 -1.76 -3.18 0.38
H 2.96 0.43 1.18 -1.35
H 2.65 -0.20 3.50 0.23
```

Calculated values
charge = -2
multiplicity = 2
⟨S²⟩ = 0.765
energy relative to the best compared isomer or geometry (same formula, charge and spin) = 0.575 eV
highest occupied orbital energy (spin up / spin down) = -2.013 / -2.054 eV

Below is a cluster of 7 separate species, C38H45N7O3 in total in a non-equilibrium geometry, with properties calculated with wB97M-V/def2-TZVPD.

Geometry as XYZ:
```
93
Properties=species:S:1:pos:R:3:mulliken_charge:R:1
O -2.53 3.37 -2.65 -0.57
O -2.71 2.04 -0.88 -0.20
O -1.92 0.57 -3.51 -0.05
N 2.98 2.92 6.62 -0.41
N 2.70 0.81 1.34 0.09
N -3.12 1.16 -3.03 -0.20
N 2.81 -0.39 -2.66 0.09
N -6.70 -2.07 0.99 -0.15
N 1.72 -0.24 -7.50 -0.58
N 5.17 -1.81 3.23 -0.60
C 1.00 2.90 7.96 -0.45
C 4.03 -1.59 2.58 -0.70
C 4.28 -0.53 -4.54 -0.67
C -0.28 -1.55 -0.84 0.29
C -1.18 -1.39 0.38 -1.08
C -0.21 0.43 -6.25 -0.06
C 1.07 0.63 -6.73 -0.39
C 3.11 -0.84 -3.87 -0.36
C -5.05 -0.34 -1.03 -0.86
C -3.93 1.75 -0.16 -1.07
C 1.45 1.80 8.66 -0.14
C 3.69 0.41 -2.06 -0.32
C 5.10 -1.48 0.47 -0.38
C 3.94 -1.42 1.21 0.32
C 1.80 3.42 6.95 -0.18
C -4.36 0.31 -0.09 0.37
C 6.31 -1.70 1.12 -0.51
C -7.44 -3.16 0.81 -0.14
C 1.54 1.40 1.03 -0.45
C -2.78 2.28 -2.20 0.40
C -0.45 -0.44 -1.87 0.86
C 1.78 3.01 2.76 -0.37
C 1.07 -1.34 -7.85 -0.29
C 4.90 0.78 -2.64 -0.75
C -0.87 -0.74 -6.60 -0.20
C 3.41 1.86 7.30 -0.14
C -0.22 -1.64 -7.43 -0.43
C -8.18 -1.42 2.75 -0.70
C 5.20 0.30 -3.91 -0.19
C 2.68 1.26 8.33 -0.47
C 6.28 -1.86 2.50 -0.33
C -1.59 -0.66 -2.85 -0.75
C -8.57 -3.45 1.56 -0.57
C 2.98 2.41 3.10 -0.70
C -8.95 -2.56 2.55 -0.16
C -7.07 -1.22 1.94 0.00
C 3.39 1.31 2.35 -0.39
C 1.05 2.50 1.71 -0.83
H 5.58 1.43 -2.11 0.44
H 4.47 -0.93 -5.53 0.39
H -4.11 -0.23 0.81 0.52
H 0.74 -1.48 -0.46 -0.55
H -4.74 2.38 -0.52 0.39
H 2.36 -1.48 -4.33 0.45
H -7.11 -3.83 0.03 0.35
H 0.86 1.37 9.45 0.36
H 1.61 -2.03 -8.48 0.36
H -3.70 2.07 0.85 0.27
H 7.20 -2.04 3.05 0.36
H -9.82 -2.74 3.16 0.37
H -8.44 -0.69 3.51 0.35
H -0.67 1.17 -5.61 0.37
H 3.08 0.40 8.84 0.35
H 1.47 4.28 6.38 0.36
H 0.11 2.95 1.41 0.54
H 7.24 -1.75 0.58 0.40
H 3.58 2.77 3.92 0.50
H 4.33 0.81 2.58 0.39
H 3.41 0.76 -1.07 0.44
H -0.70 -2.56 -7.74 0.38
H 4.38 1.46 7.01 0.37
H -1.87 -0.94 -6.24 0.46
H -9.14 -4.35 1.37 0.35
H 0.47 -0.30 -2.44 -0.32
H 0.04 3.36 8.18 0.35
H -0.37 -2.55 -1.26 0.49
H -6.45 -0.34 2.06 0.30
H -0.66 0.48 -1.33 -0.21
H 1.43 3.87 3.32 0.40
H -2.48 -1.10 -2.40 0.27
H 3.14 -1.56 3.20 0.41
H -5.26 -1.39 -0.94 0.34
H -1.27 -1.32 -3.65 0.43
H -2.23 -1.57 0.13 0.25
H -5.38 0.17 -1.92 0.25
H 6.13 0.57 -4.39 0.41
H -0.84 -2.06 1.16 0.51
H 2.98 -1.25 0.74 0.54
H 1.62 1.53 -6.45 0.38
H 5.08 -1.35 -0.61 0.49
H 1.00 0.96 0.20 0.72
H -3.56 1.56 -3.85 0.21
H -1.08 -0.37 0.76 0.13
```

Calculated values
charge = 0
structure (SMILES) = C=CCOC(=O)NOCCCC.c1ccncc1.c1ccncc1.c1ccncc1.c1ccncc1.c1ccncc1.c1ccncc1
highest occupied orbital energy = -8.816 eV

Below is a cluster of 4 separate species, C38H46BN2O12P in total in a non-equilibrium geometry, with properties calculated with wB97M-V/def2-TZVPD.

Geometry as XYZ:
```
100
Properties=species:S:1:pos:R:3:mulliken_charge:R:1
P 3.61 1.73 4.63 -0.02
O 1.00 5.81 0.73 -0.58
O 0.61 4.13 -9.01 -0.54
O -2.68 3.17 -4.97 -0.53
O -3.32 -2.92 -1.90 -0.37
O -1.01 -8.91 3.20 -0.55
O 5.40 -2.94 0.38 -0.57
O 1.31 0.41 0.16 -0.64
O 2.18 -5.64 -2.85 -0.56
O 0.13 -1.91 3.24 -0.64
O 3.62 3.85 2.39 -0.66
O -3.82 -4.73 1.57 -0.52
O 2.77 0.60 5.49 -0.47
N 0.28 5.44 3.09 -0.06
N 1.94 -0.54 2.96 0.76
C 1.32 1.15 1.13 -0.65
C 4.69 -5.04 -0.41 -0.46
C 1.37 3.50 1.72 0.73
C 2.90 -3.53 -2.06 -0.39
C -0.59 2.66 0.36 -0.66
C -2.84 -0.86 -3.01 -0.68
C 2.01 0.79 2.42 -1.51
C -1.88 -6.03 1.32 -0.30
C 3.71 -2.86 -1.25 -0.23
C -3.18 -5.69 1.95 0.34
C 2.38 -1.58 2.03 -1.29
C -0.62 4.06 -5.68 -0.33
C -2.47 1.42 -1.88 -0.46
C 2.65 3.13 2.38 -0.61
C 0.63 -0.83 3.45 0.78
C -4.30 -3.61 -1.15 -0.77
C 0.71 2.51 1.10 0.51
C -3.66 -6.57 3.05 -0.36
C -0.44 2.82 -1.18 -0.95
C 0.99 6.60 3.64 -1.16
C 2.92 -5.02 -2.11 0.33
C -1.93 3.39 -5.90 0.45
C 3.88 -5.72 -1.22 -0.37
C -3.42 -1.51 -1.76 -0.41
C -3.03 0.65 -3.08 -0.53
C -2.95 -7.61 3.45 -0.39
C -2.28 3.00 -7.29 -0.35
C -1.65 -7.95 2.83 0.34
C 4.67 -3.56 -0.36 0.56
C -1.17 5.66 3.03 -1.05
C -1.17 -7.08 1.73 -0.38
C 2.67 1.79 3.03 1.87
C -0.14 3.91 -8.08 0.34
C -0.95 1.62 -1.97 -0.54
C -0.10 0.21 4.24 -0.97
C 5.07 0.79 4.06 -1.06
C 0.20 4.30 -6.69 -0.38
C -1.45 3.24 -8.30 -0.36
B 0.86 4.99 1.81 0.73
H -4.09 0.89 -3.21 0.42
H -2.52 1.02 -3.97 0.02
H -0.30 -0.19 5.23 0.34
H 1.68 -1.73 1.21 0.37
H -1.17 1.75 0.54 0.29
H -4.24 -3.33 -0.10 0.38
H -1.55 -5.38 0.52 0.52
H 3.11 -0.29 5.31 0.32
H -0.65 1.73 -3.02 0.54
H 2.02 6.63 3.27 0.37
H -1.78 -1.14 -3.08 0.18
H -2.68 0.87 -0.96 0.20
H 1.16 4.79 -6.56 0.42
H -0.22 -7.35 1.28 0.45
H 0.49 7.55 3.42 0.41
H -0.46 0.71 -1.62 0.07
H 3.71 -1.78 -1.20 0.38
H 2.19 -3.04 -2.72 0.45
H -4.46 -1.21 -1.60 0.33
H -1.01 3.70 -1.51 0.46
H -4.61 -6.30 3.49 0.43
H -2.85 -1.23 -0.87 0.20
H 2.44 -2.53 2.56 0.51
H -2.96 2.40 -1.79 0.51
H 4.87 -0.24 3.78 0.31
H -3.24 2.51 -7.42 0.44
H -3.28 -8.26 4.25 0.40
H 0.65 6.69 0.93 0.32
H -1.68 2.97 -9.32 0.40
H 1.07 6.51 4.73 0.32
H -1.18 3.48 0.78 0.32
H -1.53 5.99 4.01 0.36
H 0.43 1.15 4.37 0.24
H 3.88 -6.80 -1.28 0.43
H -5.31 -3.37 -1.52 0.37
H 5.48 1.35 3.22 0.33
H -1.06 0.40 3.75 0.28
H 3.38 -1.35 1.65 0.55
H 5.40 -5.53 0.25 0.43
H -4.10 -4.68 -1.26 0.23
H 0.62 2.98 -1.40 0.46
H -1.46 6.40 2.27 0.34
H -3.33 -1.33 -3.87 0.39
H 5.81 0.85 4.87 0.38
H -0.39 4.33 -4.66 0.46
H -1.68 4.72 2.82 0.28
```

Calculated values
charge = 0
structure (SMILES) = COCCCCCCCC1=C(B(O)N(C)C)C(=O)C(P(C)O)=C(N(C)C(C)=O)C1=O.O=C1C=CC(=O)C=C1.O=C1C=CC(=O)C=C1.O=C1C=CC(=O)C=C1
highest occupied orbital energy = -8.761 eV

Below is a cluster of 4 separate species, C38H46F5N3O9 in total in a non-equilibrium geometry, with properties calculated with wB97M-V/def2-TZVPD.

Geometry as XYZ:
```
101
Properties=species:S:1:pos:R:3:mulliken_charge:R:1
F 1.11 -3.58 0.47 -0.22
F -2.79 -0.41 -0.35 -0.36
F -3.56 -0.19 -2.43 -0.36
F -0.77 -4.73 0.28 -0.26
F 1.06 -5.36 -0.92 -0.29
O 4.77 -6.00 0.66 -0.20
O 7.04 -1.37 1.73 -0.34
O -8.21 -1.07 0.93 -0.55
O 5.11 -2.36 1.60 -0.31
O -7.15 0.34 2.34 -0.34
O 6.02 -2.02 3.65 -0.56
O 5.43 -7.30 2.26 -0.29
O -6.11 -0.30 0.55 -0.11
O 4.09 -8.16 0.65 -0.55
N 1.15 3.12 0.38 -0.49
N -0.18 0.43 0.04 0.01
N 0.11 7.80 -0.64 -0.68
C -4.85 2.35 -2.78 -0.29
C 0.08 2.84 -0.47 0.42
C -6.09 -1.06 -0.66 -0.21
C 2.31 2.15 3.55 -0.31
C -0.40 4.02 -1.30 0.57
C 4.00 2.13 1.67 -0.41
C -8.30 0.32 3.18 -0.65
C -3.39 2.49 -3.41 -0.30
C -1.42 -1.17 -2.15 -0.39
C -2.41 -0.04 -1.67 1.60
C 3.42 2.27 4.48 -0.41
C -0.08 -3.29 -1.56 -0.15
C 3.99 -2.97 2.24 -0.36
C -0.72 6.59 -0.89 -0.29
C 8.12 -0.87 2.51 -0.63
C 5.10 2.25 2.63 -0.51
C 1.46 1.98 1.05 0.18
C -0.98 -2.20 -1.19 0.00
C 0.42 -3.41 -2.93 -0.70
C 4.02 -5.77 -0.54 -0.75
C -5.44 3.75 -2.28 -0.73
C 0.84 0.64 0.89 -0.69
C 6.05 -1.93 2.45 0.82
C 5.46 -8.59 2.88 -0.65
C -4.82 4.07 -0.85 -0.60
C 0.31 5.40 -1.20 -0.97
C 2.61 2.09 2.10 0.26
C -3.16 1.55 -4.68 -1.26
C 4.70 -7.25 1.14 0.73
C -1.51 3.81 -2.18 -0.61
C -1.77 1.36 -1.58 0.71
C -7.26 -0.41 1.24 0.64
C 0.32 -4.31 -0.44 0.87
C -0.88 -1.28 -3.50 -0.20
C 0.02 -2.38 -3.88 -0.94
C 4.82 2.34 4.06 -0.48
C -2.24 2.49 -2.37 -0.08
C -0.60 1.56 -0.65 -0.37
H -1.85 4.68 -2.80 0.21
H -1.25 6.37 0.08 0.32
H 0.71 7.97 -1.46 0.29
H -9.17 0.71 2.65 0.29
H 0.38 -2.44 -4.93 0.35
H -2.15 1.08 -4.55 0.06
H 2.96 -5.95 -0.36 0.34
H -3.10 2.16 -5.62 0.36
H -1.16 -0.56 -4.30 0.26
H -4.87 1.68 -1.88 -0.22
H 7.78 -0.08 3.18 0.25
H -5.29 4.57 -3.03 0.36
H 4.29 2.09 0.59 0.34
H -6.20 -2.12 -0.45 0.42
H 1.08 -4.26 -3.19 0.42
H 4.39 -6.40 -1.35 0.40
H 3.29 -3.28 1.46 -0.08
H 1.23 -0.21 1.50 0.55
H 3.49 -2.26 2.90 0.36
H -5.49 4.73 -0.23 0.39
H -8.49 -0.69 3.54 0.29
H 0.84 5.62 -2.17 0.33
H 5.63 2.46 4.81 0.36
H 3.19 2.33 5.57 0.34
H 6.17 2.31 2.30 0.39
H -1.41 6.74 -1.75 0.24
H 6.08 -8.51 3.77 0.22
H -6.87 -0.72 -1.34 0.30
H -3.42 3.53 -3.86 0.68
H 4.30 -3.86 2.79 0.29
H 0.80 7.59 0.10 0.29
H -4.64 3.11 -0.28 0.19
H -3.99 0.82 -4.83 0.34
H -3.83 4.57 -1.01 -0.03
H -6.54 3.55 -2.10 0.35
H -1.32 -2.19 -0.12 0.34
H -5.52 1.94 -3.59 0.43
H 1.24 2.11 3.88 0.40
H 1.09 5.45 -0.40 0.35
H 4.16 -4.73 -0.82 0.21
H 8.59 -1.67 3.07 0.30
H 8.85 -0.45 1.82 0.24
H -8.09 0.96 4.04 0.23
H -5.12 -0.89 -1.13 -0.29
H 4.45 -8.89 3.18 0.30
H 5.90 -9.33 2.21 0.29
```

Calculated values
charge = 0
structure (SMILES) = CCC[C@H](C)c1cc(CCN)c2nc(-c3ccccc3)cnc2c1C(F)(F)c1cccc(C(F)(F)F)c1.COC(=O)OC.COC(=O)OC.COC(=O)OC
highest occupied orbital energy = -8.916 eV

no.,electronic energy (eV)
1,-125299.753
2,-56704.765
3,-77664.539
4,-76634.566